DFT (wB97M-V/def2-TZVPD) results for C20H32IN8O5PbS as an isolated structure.

Results
Strongest force on any atom ... 0.79 eV/Å
Electronic energy ... -2484.2012 Eh
Net charge ... +1
Relative energy (zero: lowest compared OMol25 entry of this formula, charge and spin) ... 7.7 kJ/mol
HOMO level ... -10.446 eV

XYZ file:
```
68
Properties=species:S:1:pos:R:3:mulliken_charge:R:1
Pb 0.279 -1.907 -1.022 1.31
N -1.083 2.931 4.595 -0.56
C -1.093 1.629 4.109 0.81
C -1.838 1.305 2.970 -0.61
C -1.800 0.027 2.446 -0.29
C -1.014 -0.949 3.056 -0.56
C -0.299 -0.648 4.212 -0.33
C -0.337 0.633 4.730 -0.86
S -0.919 -2.547 2.341 1.31
O -2.073 -2.699 1.480 -0.80
O -0.644 -3.489 3.379 -0.71
N 0.291 -2.463 1.266 -0.45
C 1.607 -2.275 1.561 0.50
N 2.338 -2.120 0.429 -0.25
C 3.642 -1.899 0.549 -0.22
C 4.255 -1.837 1.780 -0.70
C 3.420 -1.988 2.882 -0.20
N 2.112 -2.194 2.797 -0.33
H -1.881 3.497 4.359 0.22
H -0.799 3.045 5.554 0.22
H -2.467 2.061 2.512 0.45
H -2.386 -0.231 1.573 0.52
H 0.276 -1.426 4.698 0.52
H 0.215 0.867 5.634 0.35
H 4.204 -1.773 -0.371 0.41
H 5.318 -1.676 1.882 0.41
H 3.826 -1.935 3.887 0.44
C 0.654 1.003 -5.290 -0.87
N 1.762 0.084 -5.065 0.14
C 2.541 -0.371 -6.213 -0.86
C 1.974 -0.435 -3.856 0.10
O 1.312 -0.182 -2.847 -0.68
H 0.967 1.766 -6.001 0.36
H 0.378 1.472 -4.351 0.20
H -0.214 0.479 -5.693 0.31
H 2.637 0.449 -6.921 0.29
H 2.063 -1.212 -6.717 0.33
H 3.539 -0.666 -5.897 0.33
H 2.835 -1.116 -3.821 0.33
N -4.490 -2.233 -2.390 -0.35
C -3.327 -2.509 -1.771 0.57
O -2.311 -1.851 -1.953 -0.48
C -3.311 -3.685 -0.827 -0.39
I -2.371 -5.332 -1.806 0.06
H -4.508 -1.509 -3.087 0.25
H -5.297 -2.822 -2.284 0.20
H -4.302 -4.009 -0.527 0.52
H -2.701 -3.458 0.050 -0.24
C -1.629 3.199 -0.072 -1.27
N -0.880 2.072 -0.619 0.27
C -1.488 1.405 -1.760 -0.93
C 0.057 1.408 0.093 -0.04
O 0.216 0.171 -0.047 0.12
N 0.819 2.084 0.980 0.66
C 1.227 3.469 0.770 -1.27
C 1.625 1.326 1.929 -1.09
H -2.690 2.941 -0.070 0.37
H -1.495 4.101 -0.670 0.29
H -1.328 3.397 0.951 0.44
H -1.813 2.168 -2.467 0.42
H -2.353 0.804 -1.464 0.31
H -0.768 0.761 -2.259 0.04
H 0.922 3.811 -0.214 0.39
H 2.315 3.522 0.827 0.39
H 0.811 4.135 1.528 0.29
H 1.135 0.387 2.166 -0.04
H 1.717 1.905 2.848 0.50
H 2.625 1.129 1.530 0.43
```